Density functional theory data (the ωB97M-V functional and the def2-TZVPD basis) for F2InNO4S2 as an isolated structure at a distorted geometry.

Values from the calculation:
energy above the lowest of the compared OMol25 structures with the same formula, charge and spin = 0.0 kcal/mol
LUMO energy = -16.4 eV
electronic energy = -41930.873 eV
frontier orbital gap = 0.17227 Ha
net charge = +2

Last column: natural (NBO) charge in e.
Positions of all 10 atoms, in Å:
In1 15.689315 23.177456 5.794792  1.06
N1 17.554817 22.109663 7.896546  -0.69
S1 18.358082 22.946065 8.928636  2.37
O1 19.595424 22.341853 9.325240  -0.56
O2 17.501110 23.633779 9.870225  -0.54
F1 18.776911 24.094891 7.949924  -0.42
S2 17.360112 20.703526 8.794507  2.35
O3 16.799426 20.733608 10.109842  -0.60
O4 18.380375 19.731954 8.530267  -0.54
F2 16.130144 20.283907 7.931875  -0.43

Atomic forces in eV per Å
-0.4704 0.2540 -0.5352
-0.1321 -2.4124 1.1063
4.1019 7.6173 1.2096
-1.5185 -0.4739 -0.0321
0.3256 -1.8413 -0.9447
-0.3883 -1.0626 0.5757
-4.0074 -5.6536 -0.3366
1.3299 1.4692 -0.7495
0.0481 1.8756 -0.2814
0.7111 0.2277 -0.0121

Density functional theory data (the ωB97M-V functional and the def2-TZVPD basis) for an isolated ion of composition F2NO2S and charge -1 at a distorted geometry.

Values from the calculation:
SMILES = O=S(F)(F)=N[O-]
energy above the lowest of the compared OMol25 structures with the same formula, charge and spin = 10.8 kcal/mol
LUMO energy = 3.9 eV
electronic energy = -21853.582 eV
frontier orbital gap = 0.28934 Ha
net charge = -1

Last column: natural (NBO) charge in e.
Positions of all 6 atoms, in Å:
O1 1.003820 -0.109330 1.459963  -0.93
S1 0.210208 -0.523490 0.339851  1.58
F1 1.585497 -1.369076 -0.817002  -0.75
F2 -1.315696 -0.112770 1.118688  -0.63
N1 -0.531350 1.118806 -0.484656  0.04
O2 -0.952478 0.995860 -1.616843  -0.31

Atomic forces in eV per Å
1.2935 0.5442 0.0118
-1.2365 -1.5418 -0.4256
-0.1029 0.9517 0.2307
-1.0045 -0.0894 0.2804
-0.0008 0.2003 -3.0500
1.0511 -0.0651 2.9526

Density functional theory data (the ωB97M-V functional and the def2-TZVPD basis) for a 2-piece molecular cluster, F2NOP overall at a distorted geometry.

Values from the calculation:
energy above the lowest of the compared OMol25 structures with the same formula, charge and spin = 15.7 kcal/mol
LUMO energy (alpha / beta) = 0.1 / -0.7 eV
electronic energy = -18259.487 eV
frontier orbital gap (alpha / beta) = 0.31626 / 0.29487 Ha
net charge = 0

Last column: natural (NBO) charge in e.
Positions of all 5 atoms, in Å:
N1 0.264488 0.797640 1.624285  0.18
O1 -0.648901 0.483065 2.239616  -0.18
F1 -1.100413 -0.475522 -1.825885  -0.59
F2 1.269000 -1.305507 -1.860671  -0.59
P1 0.421215 0.088838 -1.845692  1.17

Atomic forces in eV per Å
-0.4184 -0.1487 0.2874
0.4248 0.1381 -0.3140
1.0570 0.1584 -0.0002
-0.8428 0.9633 0.0315
-0.2205 -1.1111 -0.0047

Density functional theory data (the ωB97M-V functional and the def2-TZVPD basis) for F30K2P5 as an isolated structure at a distorted geometry.

Values from the calculation:
energy above the lowest of the compared OMol25 structures with the same formula, charge and spin = 0.0 kcal/mol
LUMO energy = 3.4 eV
electronic energy = -160654.311 eV
frontier orbital gap = 0.26106 Ha
net charge = -3

Last column: natural (NBO) charge in e.
Positions of all 37 atoms, in Å:
K1 1.978841 -2.143518 -2.784116  0.99
K2 4.661009 0.193796 1.789160  0.99
P1 0.806631 0.254336 0.073687  2.60
F1 0.295329 1.735213 0.255082  -0.56
F2 0.738678 -0.007719 1.663780  -0.59
F3 -0.708328 -0.246759 -0.131906  -0.58
F4 1.222668 -1.307965 -0.170974  -0.62
F5 0.988639 0.482021 -1.529775  -0.61
F6 2.381483 0.705762 0.286646  -0.65
P2 -0.202333 -4.855316 -1.583365  2.60
F7 0.427062 -5.989997 -0.628863  -0.59
F8 0.110585 -3.589813 -0.670628  -0.57
F9 1.266782 -4.816828 -2.370652  -0.64
F10 -0.741205 -3.786214 -2.675316  -0.60
F11 -0.614726 -6.041042 -2.676309  -0.62
F12 -1.608235 -5.115013 -0.859674  -0.58
P3 -4.422782 3.556138 0.816282  2.60
F13 -3.195089 2.530766 1.018009  -0.59
F14 -5.049575 3.199062 2.264013  -0.61
F15 -3.473816 4.714012 1.463560  -0.60
F16 -5.607707 4.647234 0.621187  -0.61
F17 -3.849183 3.905857 -0.678843  -0.59
F18 -5.306820 2.384164 0.118682  -0.60
P4 -0.948704 4.385568 -3.305058  2.60
F19 -0.140729 3.042125 -2.924817  -0.59
F20 -2.387593 3.848074 -2.873484  -0.57
F21 -0.580272 5.019213 -1.881582  -0.58
F22 -1.667255 5.797195 -3.762251  -0.61
F23 0.482245 4.972508 -3.902344  -0.63
F24 -1.242521 3.806262 -4.829784  -0.62
P5 3.741809 -3.064092 4.264704  2.60
F25 2.539365 -3.892590 4.917532  -0.58
F26 4.699490 -4.365080 4.355202  -0.60
F27 3.239335 -3.422342 2.784007  -0.58
F28 4.951682 -2.212653 3.519003  -0.64
F29 2.854044 -1.711326 4.317002  -0.59
F30 4.361196 -2.611040 5.712202  -0.60

Atomic forces in eV per Å
-0.9822 0.0372 0.7952
-1.0086 -0.4959 0.2116
-2.9528 -0.3032 0.0749
0.6878 0.3379 0.0522
0.2842 -0.1300 -0.0677
0.1883 0.2100 0.0218
1.5107 -0.1039 0.0059
0.5251 -0.1402 -0.1856
1.0224 -0.1351 -0.0807
-1.0138 -1.8028 -1.1760
0.4926 0.5851 0.3261
0.8854 -0.8345 0.3942
0.5098 0.8751 0.3050
-0.4073 0.1750 -0.3238
0.1581 0.1812 0.2799
-0.2471 0.7873 -0.2372
1.5554 0.0604 -1.7204
-0.3987 -0.3041 0.3845
0.0690 -0.1805 0.3011
-0.4142 0.1828 0.2225
-0.3448 0.0669 -0.1010
-0.4240 0.2689 0.8451
-0.4618 0.0253 0.4492
0.1558 0.5512 -1.3427
-0.6688 -0.2224 0.0154
0.7628 -0.2673 0.4192
-0.3869 -0.0435 0.1611
0.2898 0.0182 0.0956
0.0182 0.2751 -0.0428
0.1701 -0.1370 0.1686
-0.1387 0.2541 0.6444
0.1312 0.0422 0.2099
0.0259 -0.0166 -0.5533
-0.1100 -0.2129 0.1119
0.6175 0.5291 -0.0986
0.0315 0.0263 -0.5031
-0.1322 -0.1593 -0.0624

Density functional theory data (the ωB97M-V functional and the def2-TZVPD basis) for a 2-piece molecular cluster, F3H3SSi2 overall at a distorted geometry.

Values from the calculation:
energy above the lowest of the compared OMol25 structures with the same formula, charge and spin = 54.9 kcal/mol
LUMO energy = -1.3 eV
electronic energy = -34795.053 eV
frontier orbital gap = 0.32062 Ha
net charge = 0

Last column: natural (NBO) charge in e.
Positions of all 9 atoms, in Å:
F1 2.946170 1.629408 0.253191  -0.64
F2 3.439850 -0.271142 -1.239448  -0.65
F3 3.125689 -0.682455 1.038358  -0.65
Si1 0.158847 -0.160239 -0.317938  0.34
Si2 2.415396 0.154763 -0.094986  2.01
S1 -0.958212 1.655558 -0.201535  -0.42
H1 -0.298566 -0.604692 -1.715688  -0.09
H2 -0.947252 -1.226600 1.188531  -0.07
H3 0.004084 2.608561 -0.397118  0.17

Atomic forces in eV per Å
-1.1470 -0.0823 -0.2674
-0.9793 0.0696 -0.9654
-0.7856 -0.5560 0.9966
-3.2361 -1.1730 0.7584
3.2526 0.4134 0.4940
0.4259 0.9033 0.2359
0.7279 -0.3527 1.0142
2.0306 1.4071 -2.3540
-0.2891 -0.6293 0.0877

Density functional theory data (the ωB97M-V functional and the def2-TZVPD basis) for a 2-piece molecular cluster, F3HN2O2S overall at a distorted geometry.

Values from the calculation:
energy above the lowest of the compared OMol25 structures with the same formula, charge and spin = 50.0 kcal/mol
LUMO energy (alpha / beta) = -1.7 / -2.8 eV
electronic energy = -26070.084 eV
frontier orbital gap (alpha / beta) = 0.32175 / 0.33236 Ha
net charge = 0

Last column: natural (NBO) charge in e.
Positions of all 9 atoms, in Å:
N1 1.395582 -0.694370 0.808855  -0.37
N2 -1.531045 1.293425 0.182829  0.40
O1 1.158303 -0.550762 -1.831353  -0.81
O2 -0.170079 -2.171890 -0.425577  -0.83
F1 2.243556 0.502965 1.042998  -0.23
F2 -2.763559 0.809239 0.043357  -0.18
F3 -1.515532 2.360948 -0.738094  -0.23
S1 0.395796 -0.871367 -0.630800  1.89
H1 0.786979 -0.678189 1.547784  0.36

Atomic forces in eV per Å
3.5835 0.8969 -1.9642
-0.2162 1.4230 -1.2474
-0.5278 -0.2543 1.4875
0.0176 -0.1746 0.3821
-2.0478 -1.9779 -1.0081
0.1872 0.0177 0.0317
0.0493 -1.4708 1.2399
0.9009 1.2891 -1.5969
-1.9467 0.2510 2.6754

Among the records above, which one has the highest net charge? F2InNO4S2

Among the records above, which one has the highest net charge? F2InNO4S2

The highest net charge belongs to which entry? F2InNO4S2